Below is a molecular structure, C33H33AsFN3O4PtSi at a distorted geometry, with properties calculated with ωB97M-V/def2-TZVPD.

XYZ file:
```
77
C33H33AsFN3O4PtSi | the Open Molecules 2025 dataset | ωB97M-V/def2-TZVPD
Pt -0.311 1.332 -0.585
C 2.588 1.261 -2.883
C 2.695 1.623 -1.450
N 1.691 1.716 -0.597
C 2.177 2.210 0.583
C 3.523 2.373 0.465
N 3.825 2.006 -0.822
C 4.596 2.785 1.401
O 4.214 3.117 2.612
O 5.745 2.777 1.024
C 1.190 2.586 1.641
O 1.612 2.954 2.744
O -0.026 2.519 1.271
H 1.597 0.847 -3.067
H 3.342 0.530 -3.166
H 2.708 2.151 -3.502
H 4.764 2.021 -1.189
H 3.209 3.060 2.725
C -5.105 0.776 -1.447
Si -3.393 0.106 -1.077
C -2.852 -0.847 -2.596
C -3.517 -0.922 0.489
N -2.267 1.413 -0.871
C -2.702 2.708 -0.547
C -3.600 2.989 0.488
C -3.993 4.280 0.787
C -3.485 5.348 0.057
C -2.587 5.112 -0.970
C -2.214 3.812 -1.249
F -1.343 3.613 -2.268
H -5.676 0.002 -1.967
H -5.066 1.651 -2.097
H -5.660 1.051 -0.551
H -3.462 -1.735 -2.780
H -1.804 -1.149 -2.566
H -2.970 -0.176 -3.450
H -4.302 -1.679 0.409
H -3.782 -0.258 1.316
H -2.596 -1.425 0.784
H -3.975 2.160 1.076
H -4.686 4.457 1.598
H -3.779 6.363 0.290
H -2.166 5.914 -1.561
C -0.736 -5.640 -1.140
C 0.565 -5.292 -0.812
C 0.890 -3.969 -0.549
C -0.085 -2.972 -0.609
C -1.386 -3.334 -0.937
C -1.710 -4.657 -1.201
As 0.363 -1.122 -0.103
C 0.161 -1.284 1.823
C -0.589 -0.343 2.515
C -0.744 -0.454 3.892
C -0.160 -1.508 4.575
C 0.579 -2.460 3.882
C 0.737 -2.351 2.511
C 2.297 -1.243 -0.313
C 3.172 -0.983 0.734
C 4.546 -1.069 0.535
C 5.049 -1.431 -0.705
C 4.176 -1.702 -1.753
C 2.807 -1.600 -1.560
H -0.989 -6.672 -1.346
H 1.335 -6.051 -0.758
H 1.913 -3.726 -0.299
H -2.166 -2.591 -0.991
H -2.730 -4.915 -1.456
H -1.034 0.496 1.995
H -1.314 0.296 4.425
H -0.277 -1.589 5.647
H 1.034 -3.287 4.411
H 1.310 -3.102 1.981
H 2.791 -0.707 1.709
H 5.220 -0.849 1.353
H 6.118 -1.509 -0.855
H 4.564 -1.994 -2.721
H 2.134 -1.817 -2.383
```

Values from the calculation:
E (eV): -122100.2114
Frontier orbital gap (spin up / spin down) (eV): 7.06 / 7.06
Strongest force on any atom (eV/Å): 1.1
Net charge: 0
Relative energy (zero: lowest compared OMol25 entry of this formula, charge and spin) (kcal per mole): 35.36
Multiplicity: 1